The following is a DFT calculation (ωB97M-V/def2-TZVPD) of a structure of composition C51H40Cl3F3N4O3RuS2Te in a non-equilibrium geometry.

Each line ends with the Löwdin charge.
Geometry (Å):
1 Ru -2.045 0.358 0.054  1.3075
2 C 3.606 4.516 1.031  -0.0173
3 C 2.580 3.466 0.775  -0.2077
4 C 2.940 2.117 0.799  0.0559
5 C 2.038 1.121 0.484  -0.0216
6 C 2.395 -0.318 0.502  -0.2781
7 O 1.541 -1.175 0.669  0.0466
8 C 3.809 -0.691 0.310  -0.1747
9 C 4.684 0.027 -0.504  -0.0746
10 C 5.989 -0.402 -0.661  -0.0740
11 C 6.435 -1.544 -0.012  -0.0592
12 C 5.559 -2.285 0.764  -0.0493
13 C 4.252 -1.869 0.913  -0.0098
14 C 0.667 1.447 0.213  -0.2474
15 O -0.143 0.520 -0.105  -0.1707
16 C 0.269 2.830 0.277  -0.0394
17 C 1.253 3.792 0.518  0.0661
18 C -1.113 3.243 0.108  -0.1534
19 N -2.120 2.425 0.095  -0.0835
20 C -3.464 2.948 -0.084  -0.2716
21 C -3.937 2.819 -1.529  -0.3744
22 Te -3.188 1.064 -2.609  1.4126
23 C -1.654 2.250 -3.529  -0.5165
24 C -0.304 2.045 -3.285  -0.1442
25 C 0.628 2.881 -3.880  -0.0699
26 C 0.217 3.910 -4.712  -0.0596
27 C -1.133 4.103 -4.963  -0.0614
28 C -2.070 3.270 -4.379  -0.1463
29 C -1.327 4.703 -0.087  -0.2283
30 C -1.073 5.239 -1.347  -0.0160
31 C -1.291 6.586 -1.577  -0.0411
32 C -1.764 7.399 -0.559  -0.0475
33 C -2.011 6.867 0.697  -0.0435
34 C -1.794 5.520 0.939  -0.0301
35 H 4.586 4.068 1.165  0.0879
36 H 3.362 5.086 1.926  0.1001
37 H 3.656 5.220 0.201  0.0980
38 H 3.940 1.852 1.108  0.1349
39 H 4.340 0.896 -1.043  0.1157
40 H 6.664 0.149 -1.297  0.1144
41 H 7.464 -1.852 -0.112  0.1169
42 H 5.888 -3.190 1.248  0.1168
43 H 3.558 -2.442 1.508  0.0680
44 H 0.963 4.832 0.539  0.1356
45 H -3.515 4.008 0.192  0.1227
46 H -4.135 2.405 0.590  0.1019
47 H -3.579 3.666 -2.115  0.0504
48 H -5.024 2.800 -1.564  0.0632
49 H 0.018 1.239 -2.634  0.0844
50 H 1.681 2.729 -3.693  0.1123
51 H 0.945 4.560 -5.172  0.1172
52 H -1.460 4.895 -5.619  0.1193
53 H -3.124 3.403 -4.587  0.1057
54 H -0.708 4.600 -2.137  0.0971
55 H -1.092 6.997 -2.555  0.1153
56 H -1.939 8.447 -0.744  0.1167
57 H -2.378 7.500 1.489  0.1176
58 H -1.977 5.106 1.920  0.1324
59 F -6.529 0.243 4.692  0.1679
60 C -5.292 0.258 4.200  -0.6271
61 F -4.736 1.420 4.565  0.1373
62 F -4.609 -0.720 4.806  0.1501
63 C -5.284 0.090 2.700  -0.0953
64 C -6.451 -0.111 1.994  0.0539
65 C -6.391 -0.240 0.606  -0.0045
66 C -5.167 -0.127 -0.015  -0.1607
67 N -4.032 0.081 0.655  -0.1656
68 C -4.055 0.159 2.009  -0.6862
69 S -2.528 0.368 2.751  0.7822
70 H -7.399 -0.165 2.505  0.1404
71 H -7.282 -0.413 0.026  0.1236
72 H -5.085 -0.194 -1.099  0.0484
73 Cl 4.194 -7.734 4.891  0.7286
74 C 3.330 -6.850 3.706  -0.6669
75 C 2.973 -7.455 2.501  -0.0721
76 C 2.249 -6.740 1.570  -0.0038
77 C 1.866 -5.422 1.801  -0.1807
78 C 0.996 -4.696 0.800  -0.2785
79 C -0.450 -4.645 1.383  -0.0388
80 N -1.261 -3.658 0.727  -0.0294
81 C -2.251 -3.878 -0.188  -0.0212
82 C -2.681 -2.652 -0.601  -0.1029
83 N -1.957 -1.697 0.051  -0.1057
84 C -1.119 -2.333 0.853  -0.1249
85 O 1.020 -5.410 -0.414  -0.1186
86 C 0.775 -4.680 -1.598  -0.1466
87 C 1.840 -3.675 -1.930  -0.3116
88 C 3.165 -4.009 -2.109  -0.9424
89 Cl 3.844 -5.548 -1.919  0.7314
90 S 4.131 -2.652 -2.593  1.0495
91 C 2.754 -1.637 -2.532  -0.4092
92 C 1.621 -2.301 -2.161  -0.1475
93 C 2.256 -4.827 3.006  -0.5791
94 Cl 1.822 -3.188 3.353  0.7738
95 C 2.981 -5.526 3.953  -0.1170
96 H 3.256 -8.477 2.309  0.1141
97 H 1.961 -7.199 0.638  0.1229
98 H 1.351 -3.664 0.660  0.1233
99 H -0.396 -4.410 2.448  0.1188
100 H -0.907 -5.626 1.246  0.1552
101 H -2.565 -4.860 -0.474  0.1434
102 H -3.452 -2.405 -1.310  0.1062
103 H -0.402 -1.859 1.499  0.1152
104 H -0.197 -4.174 -1.576  0.1071
105 H 0.743 -5.449 -2.379  0.1445
106 H 2.854 -0.603 -2.794  0.0655
107 H 0.665 -1.825 -2.032  0.1023
108 H 3.264 -5.051 4.878  0.1086

Forces on the atoms, in the same order (eV/Å):
-0.07 -0.58 0.54
0.04 0.15 0.11
-0.26 -0.03 -0.10
-0.37 -0.11 0.01
-0.82 0.07 -0.10
0.16 -0.62 -0.08
0.31 0.25 0.33
0.27 -0.28 -0.02
0.03 -0.04 0.18
0.09 0.06 -0.06
-0.02 0.07 0.04
0.04 -0.02 -0.03
-0.15 0.11 -0.04
1.59 1.81 0.52
-1.41 -0.71 -0.40
0.20 -0.80 0.09
0.07 -0.08 0.04
0.32 0.31 -0.05
0.31 -0.19 0.08
-0.83 0.25 0.01
-0.02 -0.19 -0.02
0.41 1.01 -0.05
-0.28 -0.26 0.11
-0.11 -0.25 0.23
0.08 0.05 -0.04
0.01 -0.03 0.04
0.03 0.05 -0.02
-0.27 -0.22 0.15
-0.27 0.24 -0.09
-0.04 -0.13 0.18
-0.02 0.02 -0.05
0.00 0.01 -0.01
0.00 -0.01 0.02
0.14 -0.08 -0.06
0.08 0.05 0.02
0.02 0.06 0.06
0.01 0.04 -0.04
0.08 -0.07 -0.10
0.00 0.14 -0.05
0.07 0.08 -0.07
0.09 -0.06 -0.06
0.08 -0.12 0.09
-0.06 -0.03 0.07
0.00 0.08 -0.01
0.00 -0.33 -0.05
0.23 0.21 -0.14
0.00 -0.15 -0.12
-0.01 -0.01 -0.08
0.03 0.02 -0.04
0.09 -0.03 0.02
0.09 0.05 -0.05
-0.02 0.06 -0.08
-0.01 0.08 -0.06
0.09 -0.07 -0.13
0.01 0.06 -0.08
-0.01 0.11 -0.01
-0.02 0.06 0.10
-0.05 -0.04 0.12
-0.23 -0.05 -0.15
-0.01 0.04 0.40
0.02 0.12 -0.11
0.10 -0.14 -0.09
-0.02 0.01 -0.16
0.36 0.03 0.03
0.33 0.02 -0.20
-0.76 -0.07 -0.49
0.13 0.06 0.45
-0.22 -0.01 0.21
0.50 0.24 -0.58
-0.06 -0.01 0.11
-0.05 -0.01 -0.09
-0.10 -0.07 0.22
0.16 -0.12 0.19
-0.32 0.28 -0.56
0.15 0.11 0.43
-0.08 0.20 0.02
0.05 0.13 0.12
-0.28 0.09 0.17
1.05 -0.61 0.30
-0.42 1.09 -0.11
-0.50 0.43 -0.40
-0.42 -0.71 -0.37
0.26 0.47 0.09
0.58 -0.46 0.39
-0.20 -0.13 0.38
0.13 0.11 -0.41
0.64 -0.65 0.12
-0.37 0.87 -0.12
0.23 -0.36 -0.01
-0.63 -0.54 0.16
-0.18 -0.19 -0.11
0.45 0.38 -0.24
0.02 -0.66 -0.42
-0.14 0.34 0.15
0.09 -0.19 0.07
0.04 -0.10 0.01
0.01 -0.06 -0.07
0.02 -0.11 0.00
-0.14 -0.04 -0.13
-0.01 0.10 0.06
-0.04 -0.23 -0.04
-0.01 -0.05 -0.05
0.09 -0.05 0.02
0.06 -0.06 -0.05
-0.07 0.15 0.10
0.01 0.26 -0.03
-0.22 0.10 -0.04
0.03 0.03 0.09

Computed properties:
Orbital gap (spin up / spin down) = 6.798 / 4.032 eV
Multiplicity = 5
Relative energy (zero: lowest compared OMol25 entry of this formula, charge and spin) = 0.0 kcal/mol
Electronic energy = -5251.145583 Ha
Net charge = +2

The following is a DFT calculation (ωB97M-V/def2-TZVPD) of a structure of composition C34H28Br2ClN4O3Zr.

Each line ends with the Löwdin charge.
Geometry (Å):
1 Zr -0.010 0.007 0.409  1.8532
2 C -3.139 -1.937 3.103  -0.0660
3 C -4.328 -1.350 2.698  -0.0683
4 C -4.317 -0.392 1.697  -0.0279
5 C -3.110 -0.026 1.100  -0.2069
6 C -1.892 -0.595 1.504  -0.2093
7 C -1.938 -1.555 2.516  -0.0975
8 C -3.055 1.000 0.040  -0.1968
9 C -4.225 1.442 -0.628  0.0216
10 C -4.138 2.387 -1.598  0.0267
11 C -2.885 2.964 -1.907  -0.1486
12 C -2.736 3.986 -2.872  -0.0168
13 C -1.510 4.533 -3.120  -0.0615
14 C -0.385 4.076 -2.404  -0.0535
15 C -0.506 3.079 -1.477  -0.0451
16 C -1.759 2.489 -1.208  -0.1992
17 N -1.854 1.480 -0.275  0.0586
18 H -3.147 -2.686 3.885  0.1085
19 H -5.263 -1.630 3.164  0.1087
20 H -5.251 0.071 1.410  0.1037
21 H -1.020 -2.011 2.869  0.0875
22 H -5.175 0.995 -0.382  0.1101
23 H -5.020 2.713 -2.136  0.1296
24 H -3.614 4.331 -3.402  0.1219
25 H -1.400 5.320 -3.854  0.1115
26 H 0.585 4.518 -2.594  0.1129
27 H 0.361 2.723 -0.942  0.0662
28 Br 2.000 -1.381 4.924  0.8132
29 C 2.465 -2.148 3.268  -0.5948
30 C 3.416 -3.187 3.211  -0.1464
31 C 3.763 -3.747 2.015  -0.6183
32 Br 5.035 -5.142 1.985  0.8188
33 C 3.182 -3.291 0.803  -0.1766
34 C 3.460 -3.789 -0.487  0.0031
35 C 2.822 -3.246 -1.570  -0.0118
36 C 1.903 -2.204 -1.384  -0.0806
37 N 1.608 -1.712 -0.198  0.0381
38 C 2.238 -2.251 0.888  -0.1444
39 C 1.862 -1.674 2.129  -0.4019
40 O 0.953 -0.717 2.092  -0.3186
41 H 3.865 -3.539 4.128  0.1044
42 H 4.172 -4.594 -0.605  0.0923
43 H 3.014 -3.607 -2.570  0.1177
44 H 1.409 -1.760 -2.237  0.1137
45 N -0.233 1.684 2.130  -0.0532
46 C 0.404 3.019 2.146  -0.2133
47 C 1.921 2.941 2.096  -0.1719
48 C 2.494 2.615 0.727  -0.2228
49 N 2.114 1.256 0.284  -0.0410
50 H -1.236 1.789 2.253  0.0926
51 H 0.089 1.144 2.932  0.0913
52 H 0.106 3.552 3.052  0.1227
53 H 0.023 3.588 1.296  0.1098
54 H 2.279 2.212 2.832  0.1215
55 H 2.322 3.908 2.401  0.1232
56 H 3.581 2.715 0.752  0.1227
57 H 2.126 3.332 -0.009  0.1083
58 H 2.657 0.586 0.825  0.0881
59 H 2.392 1.117 -0.685  0.0958
60 Cl -3.642 0.227 -7.198  0.7090
61 C -2.767 0.035 -5.724  -0.6559
62 C -1.710 0.891 -5.444  -0.0816
63 C -1.011 0.732 -4.262  -0.0022
64 C -1.373 -0.274 -3.369  -0.1368
65 C -2.436 -1.125 -3.660  0.0082
66 C -3.133 -0.976 -4.844  -0.0813
67 C -0.680 -0.384 -2.078  -0.5988
68 O 0.328 0.356 -1.802  -0.1502
69 O -1.104 -1.145 -1.158  -0.0879
70 H -1.448 1.669 -6.147  0.1118
71 H -0.192 1.393 -4.010  0.1205
72 H -2.711 -1.892 -2.948  0.1283
73 H -3.958 -1.629 -5.090  0.1123

Forces on the atoms, in the same order (eV/Å):
0.07 0.13 -0.14
0.02 -0.01 0.00
-0.02 0.01 0.00
0.01 0.01 -0.01
0.02 -0.01 -0.03
0.06 -0.04 0.06
-0.06 0.04 0.01
0.03 -0.01 0.01
0.00 0.00 0.00
-0.01 0.00 -0.01
0.02 0.01 0.02
0.00 -0.02 0.00
0.00 0.00 -0.01
-0.01 0.00 0.00
-0.02 0.00 0.01
0.00 0.02 0.00
-0.03 0.04 -0.05
0.00 0.00 0.00
0.00 0.00 0.00
0.00 -0.01 0.00
0.00 0.00 0.00
0.00 0.01 -0.01
0.00 0.00 0.00
0.00 0.00 0.00
0.01 0.00 0.00
0.00 0.01 0.00
0.00 0.00 -0.01
0.04 -0.05 -0.04
-0.07 0.10 0.03
0.01 -0.02 -0.05
0.02 -0.03 0.06
-0.01 0.01 0.00
-0.02 0.02 -0.03
-0.02 0.02 0.01
0.03 -0.03 0.01
-0.02 0.00 0.00
0.04 -0.08 0.01
-0.05 0.05 0.05
-0.02 -0.03 -0.05
0.08 -0.07 0.08
0.00 0.00 0.00
0.00 0.00 -0.01
0.00 0.00 0.00
-0.01 0.00 0.01
0.04 -0.02 -0.04
-0.05 0.00 0.05
0.03 -0.01 -0.05
-0.03 0.04 0.09
-0.04 -0.10 -0.08
-0.01 -0.01 -0.02
-0.01 0.00 0.00
-0.01 0.01 -0.01
-0.01 0.01 0.00
0.00 0.01 0.01
0.01 -0.01 0.02
0.00 -0.01 -0.03
-0.02 0.00 0.01
0.04 0.03 0.00
0.00 0.02 0.00
-0.02 0.02 -0.02
0.06 -0.04 0.04
-0.02 0.02 -0.02
0.03 -0.02 0.01
-0.02 -0.01 -0.02
0.03 0.03 0.02
-0.05 -0.01 -0.01
0.07 0.11 0.16
-0.06 -0.06 0.08
-0.06 -0.09 -0.11
0.00 0.00 0.00
-0.01 0.00 -0.02
-0.01 -0.01 -0.01
0.00 0.00 -0.01

Computed properties:
Orbital gap = 7.543 eV
Relative energy (zero: lowest compared OMol25 entry of this formula, charge and spin) = 0.0 kcal/mol
Electronic energy = -7412.542116 Ha
Net charge = +1